(1)
{"formula": "C2H6ClN2O", "method": "ωB97M-V/def2-TZVPD", "elements": ["C", "C", "N", "N", "O", "Cl", "H", "H", "H", "H", "H", "H"], "coordinates": [[-0.32046, 0.28168, 0.24725], [1.91947, -0.56535, 0.48698], [-0.48220, 1.54442, -0.15499], [-1.18022, -0.61130, -0.04589], [1.74969, -1.59568, -0.31067], [2.99062, 0.64771, 0.00679], [1.40389, -0.49080, 1.39449], [0.34706, 2.22567, -0.19037], [-1.35160, 2.05275, -0.37810], [-1.07097, -1.40711, 0.51313], [-2.15348, -0.55957, -0.40382], [2.15920, -1.47866, -1.28811]], "forces_ev_per_a": [[2.5, 3.4, -1.2], [-1.2, 0.2, -3.2], [1.5, 2.0, 0.0], [-2.9, -1.5, -0.1], [1.4, 0.6, -1.6], [-0.2, -0.1, 0.3], [0.3, -0.7, 1.5], [-1.7, -1.8, 0.5], [0.3, -0.9, 0.0], [0.1, -1.8, 0.4], [0.9, 0.7, 0.1], [-1.1, -0.1, 3.2]], "e_above_lowest_kcal_mol": 63.0, "lumo_ev": [-4.77, -4.77], "energy_ev": -19712.0059, "total_charge": 1, "e_homo_ev": [-13.502, -13.502], "gap_ev": [8.727, 8.728]}

=====

(2)
{"formula": "C2H6ClN3", "method": "ωB97M-V/def2-TZVPD", "elements": ["C", "C", "N", "N", "N", "Cl", "H", "H", "H", "H", "H", "H"], "coordinates": [[-0.50930, -0.39217, 0.13907], [0.83834, -0.51642, 0.68924], [-0.07580, 2.06733, -0.30545], [1.04661, 1.83879, 0.03606], [1.81757, -1.08613, -0.01533], [3.41089, -0.27601, 0.09993], [-0.73564, 0.60686, -0.44447], [-1.20562, -0.35216, 0.92225], [-0.94115, -1.25349, -0.50471], [0.92470, -0.27622, 1.68385], [-0.51779, 2.92439, -0.14087], [1.82457, -1.27256, -0.99168]], "forces_ev_per_a": [[-1.3, -1.7, -2.2], [-2.2, 0.8, -3.5], [2.6, -1.9, 0.0], [-1.4, 0.9, 0.1], [2.4, -0.4, 1.0], [0.1, -0.2, 0.2], [0.4, -1.6, 0.6], [-1.0, 0.1, 1.4], [1.2, 1.1, 0.7], [1.0, 0.3, 2.1], [-0.6, 2.6, 0.2], [-1.2, -0.1, -0.6]], "e_above_lowest_kcal_mol": 121.5, "lumo_ev": [0.20, 0.21], "energy_ev": -19158.4460, "e_homo_ev": [-7.859, -6.806], "gap_ev": [8.058, 7.012]}

=====

(3)
{"formula": "C2H6ClN3", "method": "ωB97M-V/def2-TZVPD", "elements": ["C", "C", "N", "N", "N", "Cl", "H", "H", "H", "H", "H", "H"], "coordinates": [[-0.77805, 0.23622, 1.42728], [0.78873, 0.26047, -1.51307], [0.34475, 0.19182, -2.67077], [-0.30513, -0.73900, 2.13761], [1.06509, 0.25735, -0.34378], [-2.35415, 0.07424, 0.71092], [-0.56275, 1.31933, 1.54498], [-0.33320, 0.85179, -3.00981], [0.43163, -0.49022, -3.39984], [0.66559, -0.76156, 2.55563], [-0.75803, -1.66326, 2.30590], [1.79553, 0.46283, 0.25496]], "forces_ev_per_a": [[-3.2, -0.3, 1.6], [1.5, -0.4, 4.0], [-1.2, 0.6, -1.3], [1.5, -0.5, 0.2], [-2.5, -0.8, -4.8], [1.6, -0.1, 0.5], [1.0, -1.0, -0.4], [-0.4, 1.1, 0.2], [0.9, -1.3, 0.0], [-1.4, 0.7, -0.3], [-0.1, 0.9, -0.7], [2.1, 0.9, 1.1]], "e_above_lowest_kcal_mol": 32.2, "lumo_ev": -9.71, "energy_ev": -19143.9537, "total_charge": 2, "e_homo_ev": -20.672, "gap_ev": 10.964}

=====

(4)
{"formula": "C2H6ClNO", "method": "ωB97M-V/def2-TZVPD", "elements": ["C", "C", "N", "O", "Cl", "H", "H", "H", "H", "H", "H"], "coordinates": [[1.33459, -0.83813, 0.39434], [-1.04054, 0.54464, -0.41899], [-0.69185, -0.77246, -0.65551], [-2.54049, 0.68444, -0.54142], [-1.63360, -1.95198, 0.22515], [2.10238, -0.58735, -0.35108], [0.90054, -0.17024, 1.05843], [1.05585, -1.84436, 0.53778], [-0.91332, 0.86624, 0.64968], [-0.45246, 1.15899, -1.09227], [-2.77710, 0.15857, -1.32207]], "forces_ev_per_a": [[-1.8, -0.4, -2.9], [-3.2, 1.1, 2.5], [2.7, -2.3, -0.3], [2.2, 0.1, -0.6], [0.5, 0.7, 0.1], [-0.5, 0.0, 0.6], [0.0, 1.3, 1.3], [0.3, -1.1, 0.3], [0.0, 0.1, -0.8], [-0.1, 0.2, -0.3], [0.0, 0.2, 0.1]], "e_above_lowest_kcal_mol": 114.4, "lumo_ev": [-0.92, -0.48], "energy_ev": -18226.5989, "e_homo_ev": [-8.821, -9.235], "gap_ev": [7.896, 8.756]}